Formula: C33H67BN3O6
Source: the OMol25 dataset
Level of theory: the ωB97M-V functional and the def2-TZVPD basis

DFT total energy = -52728.1015 eV
Kohn-Sham gap = 5.38 eV
E_LUMO = -4.57 eV
maximum force = 4.97 eV/Å
charge = +1

Positions of all 110 atoms, in Å:
C1 3.9665 -6.3240 0.5448
C2 4.4394 -5.8567 -0.9505
C3 6.0249 -5.6262 -1.0716
C4 6.5206 -4.1255 -0.7792
C5 5.7069 -3.3516 0.3672
C6 4.5597 -2.3567 -0.2249
C7 3.8321 -1.5582 0.9960
C8 3.0621 -0.3126 0.3134
C9 1.8349 0.2424 1.1909
C10 0.3973 -0.3123 0.6956
C11 -0.4527 -1.0865 1.7271
N1 -1.7629 -1.6391 1.3959
B1 -2.4741 -2.3361 2.5604
O1 -2.2315 -3.7183 2.9047
O2 -3.3971 -1.5996 3.3891
C12 -2.3807 -1.5163 0.0954
C13 -3.8262 -2.0787 -0.2709
O3 -3.9638 -3.5045 -0.1352
C14 -5.3488 -3.7980 -0.5326
C15 -6.0007 -5.0190 0.2761
C16 -7.5841 -4.7726 0.5915
C17 -1.5804 -0.7437 -1.0159
O4 -2.0752 -0.5611 -2.3480
C18 -0.1686 -0.1131 -0.7347
C19 0.6713 0.7178 -1.7975
C20 1.1548 -0.1376 -3.0716
O5 2.4910 0.3459 -3.4251
C21 3.1398 -0.5440 -4.3271
O6 2.6924 -0.7442 -5.4816
H1 4.9282 -6.6031 1.0983
H2 3.5663 -5.3649 1.0501
H3 3.1864 -7.1551 0.5187
H4 4.1979 -6.7675 -1.6245
H5 3.8007 -4.9981 -1.3541
H6 6.5660 -6.4275 -0.4390
H7 6.3011 -5.8491 -2.1720
H8 6.5363 -3.5509 -1.7816
H9 7.6202 -4.1900 -0.4394
H10 6.4658 -2.6415 0.8789
H11 5.3091 -4.0256 1.2037
H12 5.1089 -1.6488 -0.9361
H13 3.7762 -2.9176 -0.8422
H14 3.0966 -2.3030 1.4703
H15 4.6372 -1.1964 1.7179
H16 2.6662 -0.7090 -0.6960
H17 3.8351 0.5091 0.0819
H18 1.8159 1.3842 1.0730
H19 2.0188 0.0012 2.2962
H20 -0.0383 -1.1963 2.7876
H21 -1.4367 -4.0312 2.3998
H22 -3.6819 -0.8383 2.8361
H23 -4.0119 -1.8129 -1.3826
H24 -4.5943 -1.4661 0.3283
H25 -6.0513 -2.8999 -0.4106
H26 -5.3216 -4.1166 -1.6444
H27 -5.9828 -5.9716 -0.3781
H28 -5.4918 -5.2683 1.2647
H29 -7.9846 -3.9006 -0.0443
H30 -8.2249 -5.6845 0.2864
H31 -7.7828 -4.5391 1.6914
H32 -2.9763 -0.1735 -2.2565
H33 0.0122 1.5749 -2.2110
H34 1.5821 1.2561 -1.3320
H35 1.1497 -1.2472 -2.8082
H36 0.4790 0.1242 -3.9680
H37 4.0975 -1.0896 -4.0159
C22 -7.6744 0.9564 -1.6401
C23 -6.5433 1.6585 -0.8977
N2 -5.5164 2.2109 -1.7761
C24 -4.3100 2.6251 -1.0632
C25 -4.4361 3.7747 -0.0641
C26 -5.9781 3.1334 -2.8101
C27 -6.7343 4.3830 -2.3610
H38 -7.2886 0.1778 -2.3038
H39 -8.3490 0.4813 -0.9228
H40 -8.2704 1.6554 -2.2317
H41 -6.0804 0.9111 -0.2413
H42 -6.9734 2.4253 -0.2439
H43 -3.5284 2.8751 -1.7890
H44 -3.9216 1.7513 -0.5233
H45 -4.5281 4.7376 -0.5657
H46 -3.5318 3.8247 0.5504
H47 -5.2819 3.6481 0.6144
H48 -6.6218 2.5780 -3.5005
H49 -5.1281 3.4404 -3.4293
H50 -7.4851 4.1683 -1.5974
H51 -7.2589 4.8193 -3.2158
H52 -6.0592 5.1497 -1.9805
C28 4.0232 3.4709 0.1549
C29 3.7808 3.7246 1.6385
N3 4.9193 4.3209 2.3256
C30 4.7902 4.2993 3.7818
C31 3.6588 5.1174 4.4042
C32 5.4331 5.5660 1.7629
C33 4.4667 6.7440 1.6431
H53 4.9180 2.8623 -0.0013
H54 3.1720 2.9317 -0.2727
H55 4.1320 4.4019 -0.4065
H56 3.5626 2.7524 2.0972
H57 2.8751 4.3331 1.7489
H58 5.7378 4.6099 4.2332
H59 4.6611 3.2562 4.0932
H60 3.8768 6.1852 4.3906
H61 3.5391 4.8338 5.4542
H62 2.6991 4.9471 3.9115
H63 5.8307 5.3516 0.7649
H64 6.3105 5.8879 2.3341
H65 3.4934 6.4504 1.2431
H66 4.8839 7.4910 0.9615
H67 4.3142 7.2414 2.6011

Results of the Mulliken charge analysis, in e, for atoms 1 through 99:
1. C -0.770
2. C -0.283
3. C -0.663
4. C -0.562
5. C -0.634
6. C -0.263
7. C -0.679
8. C 0.512
9. C -0.612
10. C 0.208
11. C -0.777
12. N 0.209
13. B 0.762
14. O -0.500
15. O -0.502
16. C 0.073
17. C -0.680
18. O -0.397
19. C -0.400
20. C -0.207
21. C -0.960
22. C 0.199
23. O -0.572
24. C 0.765
25. C 0.248
26. C -0.677
27. O -0.278
28. C 0.176
29. O -0.463
30. H 0.253
31. H 0.052
32. H 0.319
33. H 0.361
34. H 0.145
35. H 0.285
36. H 0.279
37. H 0.268
38. H 0.287
39. H 0.429
40. H 0.199
41. H 0.284
42. H 0.070
43. H 0.170
44. H 0.351
45. H -0.170
46. H -0.128
47. H 0.046
48. H 0.404
49. H 0.355
50. H 0.324
51. H 0.328
52. H 0.385
53. H 0.323
54. H 0.209
55. H 0.247
56. H 0.272
57. H 0.278
58. H 0.299
59. H 0.284
60. H 0.249
61. H 0.290
62. H 0.541
63. H -0.648
64. H 0.370
65. H 0.369
66. H 0.338
67. C -1.525
68. C -0.246
69. N 0.295
70. C -0.305
71. C -1.270
72. C -0.705
73. C -0.974
74. H 0.312
75. H 0.432
76. H 0.358
77. H 0.350
78. H 0.261
79. H 0.425
80. H -0.018
81. H 0.259
82. H 0.453
83. H 0.277
84. H 0.412
85. H 0.347
86. H 0.250
87. H 0.376
88. H 0.271
89. C -1.188
90. C -0.253
91. N 0.083
92. C -0.682
93. C -0.967
94. C -0.686
95. C -0.971
96. H 0.280
97. H 0.032
98. H 0.466
99. H 0.353

Formula: C7H12NO2P
Source: the OMol25 dataset
Level of theory: the ωB97M-V functional and the def2-TZVPD basis

SMILES string = C=C1OC(=O)N(P)[C@@H]1C(C)C
DFT total energy = -22325.8771 eV
Kohn-Sham gap = 9.98 eV
E_LUMO = 0.62 eV
maximum force = 5.19 eV/Å

Positions of all 23 atoms, in Å:
C1 -1.0151 -0.6025 -0.9782
C2 -2.2345 0.5322 0.5749
C3 -0.9015 -1.3151 -2.1158
C4 -0.1901 -0.5805 0.2163
C5 2.2102 -0.8606 -0.6186
C6 1.1360 1.5129 -0.4249
C7 1.1783 0.0404 0.2201
N1 -1.1045 0.2697 1.2436
O1 -3.1787 1.1741 0.9618
O2 -2.2486 0.0017 -0.7269
P1 -0.7005 0.7707 2.7787
H1 -1.7367 -1.2083 -2.9038
H2 0.0302 -1.7956 -2.5007
H3 -0.1436 -1.6192 0.6614
H4 2.8371 -1.4593 0.0642
H5 2.8501 -0.2440 -1.2863
H6 1.6099 -1.6593 -1.2101
H7 1.5155 2.1559 0.3763
H8 0.0747 1.7632 -0.6865
H9 1.7726 1.4838 -1.3146
H10 1.6236 0.1969 1.2970
H11 -1.4790 -0.1441 3.5434
H12 -1.9051 1.5870 2.8285

In the Mulliken picture, each atom carries the following charge in e:
1. C 0.621
2. C 0.675
3. C -0.970
4. C -0.502
5. C -1.119
6. C -1.162
7. C 0.583
8. N 0.039
9. O -0.602
10. O -0.410
11. P -0.276
12. H 0.259
13. H 0.242
14. H 0.311
15. H 0.314
16. H 0.290
17. H 0.207
18. H 0.297
19. H 0.247
20. H 0.343
21. H 0.449
22. H 0.065
23. H 0.100

Formula: C11H17CuN6O3S
Source: the OMol25 dataset
Level of theory: the ωB97M-V functional and the def2-TZVPD basis

spin multiplicity = 2
DFT total energy = -82236.3240 eV
Kohn-Sham gap (alpha / beta) = 10.05 / 8.59 eV
E_LUMO (alpha / beta) = -2.47 / -3.92 eV
maximum force = 0.23 eV/Å
charge = +1

Positions of all 39 atoms, in Å:
Cu1 0.2748 0.5570 1.5336
N1 2.0267 1.6063 1.8085
N2 1.7075 2.9656 1.6585
C1 0.3538 3.3178 1.6912
O1 0.0171 4.4741 1.7510
O2 -0.4575 2.2943 1.5837
H1 2.3924 1.3902 2.7337
H2 2.7159 1.3227 1.1186
H3 2.3708 3.6514 1.9834
N3 -5.3786 2.3230 1.5337
C2 -4.0750 2.0339 1.4920
N4 -3.1781 3.0102 1.4912
N5 -3.7671 0.7323 1.4612
C3 -2.5722 0.3051 1.3513
N6 -1.5220 -0.2008 1.2276
H4 -5.7157 3.2670 1.5815
H5 -6.0368 1.5641 1.5320
H6 -3.4600 3.9753 1.5202
H7 -2.1730 2.8103 1.4945
C4 2.0645 -1.4215 -4.7352
C5 1.8732 -1.6857 -3.2701
C6 0.7003 -1.2873 -2.6234
C7 0.5152 -1.5095 -1.2721
C8 1.5253 -2.1373 -0.5470
C9 2.7024 -2.5370 -1.1664
C10 2.8657 -2.3149 -2.5247
S1 1.4199 -2.4258 1.1926
C11 -0.1783 -3.2081 1.3326
O3 1.2885 -1.0598 1.8819
H8 1.1122 -1.4095 -5.2626
H9 2.7056 -2.1736 -5.1918
H10 2.5377 -0.4488 -4.8843
H11 -0.0835 -0.8061 -3.1952
H12 -0.4060 -1.2010 -0.7945
H13 3.4799 -3.0267 -0.5930
H14 3.7768 -2.6379 -3.0121
H15 -0.9546 -2.5690 0.9230
H16 -0.3483 -3.3829 2.3933
H17 -0.1195 -4.1575 0.8016

In the Mulliken picture, each atom carries the following charge in e:
1. Cu 0.137
2. N -0.224
3. N -0.149
4. C 0.625
5. O -0.610
6. O -1.027
7. H 0.315
8. H 0.286
9. H 0.282
10. N -0.352
11. C 0.661
12. N -0.181
13. N -0.669
14. C 0.832
15. N -0.119
16. H 0.198
17. H 0.252
18. H 0.226
19. H 0.283
20. C -1.426
21. C 0.715
22. C -1.069
23. C 0.028
24. C 0.797
25. C -0.609
26. C -0.652
27. S 0.219
28. C -0.902
29. O -0.464
30. H 0.379
31. H 0.394
32. H 0.303
33. H 0.383
34. H 0.277
35. H 0.419
36. H 0.399
37. H 0.230
38. H 0.413
39. H 0.400

Formula: C2H4O2S2
Source: the OMol25 dataset
Level of theory: the ωB97M-V functional and the def2-TZVPD basis

SMILES string = O=S1#S(=O)CC1
DFT total energy = -27901.7270 eV
Kohn-Sham gap = 8.58 eV
E_LUMO = -0.30 eV
maximum force = 4.62 eV/Å

Positions of all 10 atoms, in Å:
C1 0.6554 0.7466 -0.0398
C2 0.6141 -0.7256 0.0711
O1 -1.5799 1.9799 0.4944
O2 -1.5952 -1.9958 -0.5068
S1 -1.0935 1.0540 -0.4473
S2 -1.0819 -1.0559 0.4877
H1 0.7079 1.2496 0.8815
H2 1.3220 1.2852 -0.8299
H3 0.7236 -1.3733 -0.8327
H4 1.3275 -1.1646 0.7217

In the Mulliken picture, each atom carries the following charge in e:
1. C -0.516
2. C -0.508
3. O -0.515
4. O -0.555
5. S 0.422
6. S 0.383
7. H 0.298
8. H 0.316
9. H 0.291
10. H 0.384